Computed, not measured: a 7-piece molecular cluster, C14H36BNO6 overall in a non-equilibrium geometry, with wB97M-V/def2-TZVPD.

XYZ file:
```
58
C14H36BNO6 wB97M-V/def2-TZVPD
C -2.9412 -4.9360 -0.7662
O 6.0897 2.5788 -1.3620
H -0.0342 -1.3604 -2.2094
H 5.8687 1.2707 -2.9508
O -1.9079 -4.8966 0.2136
O -1.6274 3.1159 2.9668
H -1.9994 -5.6902 0.7537
C -2.5504 3.6595 2.0286
H 7.0295 2.3783 -1.2973
H 2.0310 -0.3550 -2.2292
H -3.2405 4.3375 2.5379
C 3.0509 2.5277 0.7524
H -2.3714 -2.3366 3.0613
H 1.9957 -2.9695 -0.7069
H -0.6008 -2.9814 -0.3244
H 4.6362 1.6676 1.4625
H -0.6279 4.7275 -2.0403
H 3.6112 3.2344 0.1343
H -2.1364 2.6319 3.6264
B -3.7582 -1.8974 1.5786
C 0.5375 -1.2085 -3.1277
H 0.2585 1.2817 2.5004
O 1.9224 -1.1107 -2.8180
H 4.3898 1.6503 -2.0385
H -2.1622 5.0213 -2.9115
H -2.0084 2.8853 -2.0655
H 0.3855 -2.0572 -3.7932
C -1.4515 -1.1717 0.6600
H 2.7788 2.9962 1.7018
C -1.2760 0.0397 1.4595
H -3.3385 -0.4793 -0.1916
H -3.9188 -4.9412 -0.2769
N -3.0402 -2.8357 2.4705
H -2.8323 -5.8295 -1.3854
H -2.8593 -4.0524 -1.3953
H 2.1456 2.2260 0.2271
H -2.1580 0.6859 1.6858
C 2.1219 -2.7764 0.3961
H 3.1121 -2.2958 0.5840
C 0.1102 0.3445 1.9209
H -2.5478 -3.5168 1.8947
H -3.1082 2.8521 1.5483
H -1.9964 4.2114 1.2726
C 5.4561 1.4492 -1.9545
C 1.1771 -0.5778 1.5637
H -4.8244 -1.4684 1.8733
H -1.9582 5.5969 -1.2408
H 2.0182 -3.7776 0.8875
C 0.9800 -1.7839 0.7837
H 5.6081 0.5694 -1.3256
H -3.0177 -2.2402 -0.5806
H 2.1961 -0.3049 1.9360
C -1.7140 4.7986 -1.9398
O -2.2355 3.5760 -1.4335
C -0.3617 -2.0896 0.3028
O 3.8449 1.3732 0.9983
C -2.9566 -1.4533 0.2086
H 0.2058 -0.2936 -3.6267
```

Its net charge is 0. The energy above the lowest of the compared OMol25 structures with the same formula, charge and spin comes out at 0.000 eV. As for the calculated total energy: -29549.647 eV. Its spin multiplicity is 1.

Mulliken atomic charge list, values in e, 4 entries: number 1, C, carries -0.646; number 2, O, carries -0.521; number 3, H, carries 0.025; number 4, H, carries 0.364